Computed, not measured: C31H69BrFIO6Sb as an isolated structure, with wB97M-V/def2-TZVPD.

Geometry (Å):
1 C 4.4136 2.6827 2.8151
2 C 5.4265 1.5911 2.4845
3 C 6.0427 1.6511 1.0834
4 C 5.0704 1.4743 -0.1023
5 C 4.8023 2.7225 -0.9479
6 C 3.8175 3.7530 -0.3777
7 C 2.9270 4.3658 -1.4642
8 C 1.8383 3.3839 -1.9176
9 Sb -0.2094 3.6920 -1.1695
10 F -0.0510 2.0306 -0.0237
11 C -0.3726 5.5298 -2.3807
12 C -1.3739 6.6853 -2.2026
13 C -1.8349 7.0677 -0.7783
14 C -3.3581 7.1462 -0.5921
15 C 0.4827 4.6673 0.6856
16 C -0.1393 4.1774 1.9937
17 C -0.0752 5.2045 3.1202
18 Br 1.4173 4.9161 4.3574
19 C -0.9403 2.4094 -2.8248
20 O -1.0648 1.0204 -2.5834
21 C -2.2948 0.6461 -2.0251
22 C -2.5149 -0.8326 -2.1903
23 O -1.6205 -1.5592 -1.3749
24 C -1.7798 -2.9492 -1.5060
25 C -0.8947 -3.6336 -0.4809
26 C -2.3590 3.7291 -0.3362
27 C -3.4495 3.8734 -1.2968
28 O -3.5532 4.4444 -2.3136
29 I -5.3822 2.8216 -0.6168
30 H 4.7510 3.6564 2.4530
31 H 3.4337 2.4917 2.3771
32 H 4.2655 2.7627 3.8936
33 H 6.2414 1.6326 3.2148
34 H 4.9581 0.6088 2.6141
35 H 6.7951 0.8574 1.0365
36 H 6.5952 2.5924 0.9708
37 H 5.4786 0.7127 -0.7723
38 H 4.1176 1.0719 0.2622
39 H 5.7622 3.2216 -1.1337
40 H 4.4281 2.4062 -1.9266
41 H 4.3558 4.5417 0.1587
42 H 3.1748 3.2614 0.3541
43 H 2.4898 5.2966 -1.0867
44 H 3.5605 4.6670 -2.3087
45 H 2.1071 2.3619 -1.6363
46 H 1.7393 3.3866 -3.0071
47 H -0.4969 5.1484 -3.4012
48 H 0.6496 5.9223 -2.3458
49 H -2.2605 6.4808 -2.8058
50 H -0.9215 7.5763 -2.6538
51 H -1.4104 6.3772 -0.0498
52 H -1.4133 8.0448 -0.5250
53 H -3.7661 6.2820 -0.0629
54 H -3.6432 8.0278 -0.0141
55 H -3.8730 7.1976 -1.5539
56 H 1.5511 4.4672 0.7233
57 H 0.3815 5.7521 0.5831
58 H -1.1820 3.8782 1.8816
59 H 0.3768 3.2662 2.2959
60 H 0.0881 6.2133 2.7478
61 H -0.9586 5.2052 3.7545
62 H -1.8901 2.8169 -3.1926
63 H -0.2059 2.5152 -3.6284
64 H -2.3397 0.8969 -0.9580
65 H -3.1224 1.1644 -2.5351
66 H -3.5528 -1.0628 -1.9173
67 H -2.3624 -1.1079 -3.2458
68 H -1.5115 -3.2572 -2.5294
69 H -2.8397 -3.2109 -1.3596
70 H -0.0239 -2.9971 -0.3123
71 H -1.4034 -3.7819 0.4720
72 H -0.5437 -4.6031 -0.8415
73 H -2.4760 2.8073 0.2289
74 H -2.5004 4.5494 0.3779
75 C 0.2903 -6.6492 4.0113
76 C -0.0370 -5.7411 2.8368
77 C 1.2134 -5.3267 2.0794
78 O -0.7892 -4.6061 3.2576
79 H 0.9329 -6.1215 4.7232
80 H -0.6205 -6.9477 4.5308
81 H 0.8131 -7.5476 3.6772
82 H -0.7116 -6.2657 2.1559
83 H 1.8898 -4.7731 2.7380
84 H 0.9597 -4.6839 1.2386
85 H 1.7469 -6.2030 1.7071
86 H -0.2319 -4.0703 3.8337
87 C -5.3537 -0.4839 -5.8280
88 C -5.7302 -1.3652 -4.6476
89 C -7.1533 -1.8906 -4.7540
90 O -5.5263 -0.6810 -3.4186
91 H -6.0112 0.3895 -5.8686
92 H -4.3272 -0.1332 -5.7263
93 H -5.4497 -1.0239 -6.7717
94 H -5.0380 -2.2097 -4.5966
95 H -7.8608 -1.0562 -4.7662
96 H -7.3891 -2.5263 -3.9010
97 H -7.2942 -2.4658 -5.6708
98 H -6.0995 0.0948 -3.3933
99 C 3.9211 -10.4291 4.1683
100 C 2.4059 -10.4151 4.2846
101 C 1.8598 -11.7269 4.8240
102 O 1.8010 -10.0848 3.0366
103 H 4.2378 -11.2149 3.4758
104 H 4.2834 -9.4735 3.7910
105 H 4.3885 -10.6237 5.1346
106 H 2.1039 -9.6005 4.9471
107 H 2.1203 -12.5481 4.1495
108 H 0.7743 -11.6827 4.9071
109 H 2.2773 -11.9529 5.8062
110 H 2.0302 -10.7697 2.3978

Results
Charge ... -1
LUMO level ... 1.8720 eV
HOMO energy ... -4.25 eV
F_max ... 0.587 eV/A